a.
One molecule with the formula C18H20N2O4S. Source: the Open Molecules 2025 dataset; level of theory: ωB97M-V with the def2-TZVPD basis set.

Properties
LUMO energy = -0.072 eV
total charge = 0
HOMO energy = -8.399 eV

Each line ends with the Mulliken charge.
Atoms and positions in Å:
C  -1.16  3.99  -1.98  -1.224
S  -1.90  2.74  -3.15  1.199
O  -3.22  2.35  -2.66  -0.595
O  -2.12  3.47  -4.40  -0.719
C  -0.65  1.46  -3.18  -1.138
C  -0.45  0.74  -1.96  0.693
C  0.75  0.14  -1.77  -0.837
C  0.98  -0.44  -0.47  -0.002
C  2.18  -1.32  -0.09  1.250
C  3.13  -1.63  -1.27  -0.578
C  4.14  -2.71  -1.04  -0.794
O  3.41  -3.89  -0.66  -0.410
C  2.90  -3.74  0.63  -1.013
C  2.08  -2.46  0.95  0.278
C  2.81  -1.26  1.39  -1.072
N  -0.01  -0.30  0.39  -0.298
C  -1.10  0.33  0.23  0.054
C  -2.03  0.46  1.33  0.281
C  -3.18  1.27  1.21  -0.253
C  -4.10  1.55  2.31  -1.069
C  -3.87  0.77  3.41  -0.312
C  -2.74  -0.17  3.51  0.695
O  -2.67  -0.90  4.62  -0.511
C  -1.78  -0.27  2.51  -0.530
N  -1.23  1.01  -0.92  -0.143
H  -1.79  4.85  -1.99  0.445
H  -0.21  4.41  -2.29  0.361
H  -1.22  3.79  -0.95  0.379
H  0.29  1.92  -3.47  0.506
H  -1.05  0.85  -3.89  0.427
H  1.46  -0.09  -2.61  0.260
H  2.63  -1.81  -2.24  0.370
H  3.79  -0.72  -1.26  0.294
H  4.91  -2.39  -0.25  0.285
H  4.82  -2.80  -1.91  0.396
H  3.81  -3.88  1.29  0.319
H  2.21  -4.48  0.86  0.403
H  1.14  -2.59  1.38  0.438
H  3.85  -1.35  1.68  0.295
H  2.18  -0.58  2.02  0.265
H  -3.30  1.85  0.26  0.399
H  -4.89  2.26  2.26  0.460
H  -4.54  1.06  4.27  0.148
H  -3.34  -0.61  5.21  0.287
H  -0.89  -0.88  2.69  0.311

***

b.
One molecule with the formula C18H20N2O4S. Source: the Open Molecules 2025 dataset; level of theory: ωB97M-V with the def2-TZVPD basis set.

Properties
LUMO energy = 0.391 eV
total charge = 0
HOMO energy = -9.023 eV

Each line ends with the Mulliken charge.
Atoms and positions in Å:
C  0.94  4.76  1.58  -1.090
C  0.40  3.80  2.63  -0.665
C  -0.39  2.65  2.00  -0.170
C  0.53  1.57  1.44  -1.282
N  -0.06  0.78  0.38  0.372
C  -1.22  -0.03  0.72  -1.117
C  -0.79  -1.21  1.55  0.292
C  -1.24  -1.37  2.85  -0.366
C  -0.82  -2.45  3.61  -0.641
C  0.05  -3.38  3.07  -0.395
C  0.50  -3.22  1.76  -0.709
C  0.08  -2.15  1.01  0.074
S  -0.19  1.55  -1.10  1.538
O  0.92  2.44  -1.23  -0.741
O  -1.52  2.05  -1.34  -0.739
C  0.08  0.14  -2.18  -0.395
C  1.33  -0.47  -2.14  -0.526
C  1.61  -1.57  -2.92  -1.210
C  0.60  -2.04  -3.74  0.777
N  0.51  -3.09  -4.63  -0.100
C  -0.75  -3.11  -5.19  0.293
O  -1.17  -3.89  -6.00  -0.557
O  -1.47  -2.08  -4.65  -0.485
C  -0.66  -1.42  -3.77  0.810
C  -0.95  -0.32  -2.99  -0.530
H  0.12  5.27  1.08  0.291
H  1.59  5.51  2.04  0.387
H  1.51  4.23  0.82  0.246
H  1.22  3.39  3.22  0.316
H  -0.25  4.36  3.31  0.355
H  -1.00  3.04  1.19  0.340
H  -1.06  2.21  2.75  0.260
H  1.41  2.03  0.99  0.527
H  0.86  0.88  2.23  0.377
H  -1.98  0.56  1.24  0.447
H  -1.64  -0.37  -0.23  0.570
H  -1.91  -0.65  3.28  0.360
H  -1.17  -2.57  4.62  0.385
H  0.38  -4.22  3.66  0.375
H  1.18  -3.95  1.34  0.399
H  0.43  -2.02  -0.01  0.316
H  2.07  -0.04  -1.48  0.482
H  2.58  -2.05  -2.90  0.404
H  1.23  -3.74  -4.86  0.152
H  -1.90  0.18  -3.00  0.574

***

Quick one: least stable of them? a